# 1
Density functional theory data (ωB97M-V/def2-TZVPD) for C4H4N4 as an isolated structure in a non-equilibrium geometry.

Geometry as XYZ:
```
12
Properties=species:S:1:pos:R:3:forces:R:3
C 0.060 -0.669 2.283 0.8 0.2 1.1
C 0.222 -0.723 0.864 1.9 0.9 -2.4
C 1.368 -1.443 0.327 -1.6 -0.9 7.7
C 0.379 0.420 -0.675 -3.7 0.7 5.2
N 0.061 -0.735 3.434 -0.3 0.2 -0.5
N 1.835 -1.216 -0.830 0.6 2.4 -7.8
N 1.179 -0.174 -1.374 5.3 -3.1 -3.4
N -0.469 1.420 -0.809 -0.7 0.5 -0.1
H -0.601 -1.170 0.462 -3.2 -0.8 -0.9
H 1.796 -2.224 0.891 0.8 -0.5 0.8
H -0.736 1.827 -1.712 0.6 -0.2 0.6
H -1.194 1.315 -0.112 -0.4 0.6 -0.3
```
Forces are in eV/Å.

Summary:
- HOMO (spin up / spin down): -5.865 / -10.025 eV
- Molecular weight: 108.1 g mol⁻¹
- Multiplicity: 3
- <S²>: 2.0146
- Relative energy (zero: lowest compared OMol25 entry of this formula, charge and spin): 300.2 kJ/mol
- Frontier orbital gap (spin up / spin down): 6.28 / 7.11 eV
- Electronic energy: -10165.87714 eV

Atomic partial charges in e from the natural (NBO) method, atoms 1 to 5: number 1, C, carries 0.263; number 2, C, carries -0.458; number 3, C, carries -0.008; number 4, C, carries 0.455; number 5, N, carries -0.292



# 2
Density functional theory data (ωB97M-V/def2-TZVPD) for an isolated ion of composition C4H4NO2 and charge +1 in a non-equilibrium geometry.

Geometry as XYZ:
```
11
Properties=species:S:1:pos:R:3:forces:R:3
C 0.169 1.697 -2.539 0.3 0.6 -0.8
N -0.084 1.011 -1.673 0.8 0.3 0.3
O -0.182 0.127 -0.807 -0.9 -1.3 -0.1
C 0.024 0.256 0.828 0.1 2.0 1.6
C 0.376 -1.010 1.311 1.5 -0.6 0.3
C -0.622 -1.874 1.331 -0.2 -1.2 -0.4
O -1.445 -2.643 1.191 -0.5 -0.1 0.4
H 0.527 2.288 -3.379 -0.4 -0.1 0.4
H 0.823 1.023 0.898 -0.8 -0.4 0.0
H -0.963 0.498 1.288 0.6 0.7 -1.4
H 1.378 -1.373 1.551 -0.3 0.2 -0.3
```
Forces are in eV/Å.

Summary:
- HOMO: -14.200 eV
- Molecular weight: 98.1 g mol⁻¹
- SMILES string: C#[N+]OCC=C=O
- Net charge: +1
- Relative energy (zero: lowest compared OMol25 entry of this formula, charge and spin): 72.6 kJ/mol
- Frontier orbital gap: 10.08 eV
- Electronic energy: -9785.34064 eV

Atomic partial charges in e from the natural (NBO) method, atoms 1 to 5: number 1, C, carries 0.262; number 2, N, carries 0.151; number 3, O, carries -0.328; number 4, C, carries -0.075; number 5, C, carries -0.607



# 3
Density functional theory data (ωB97M-V/def2-TZVPD) for a 2-piece molecular cluster, C4H4NO3S overall in a non-equilibrium geometry.

Geometry as XYZ:
```
13
Properties=species:S:1:pos:R:3:forces:R:3
C 1.232 -0.386 -0.921 3.1 3.4 -6.0
C 0.868 0.891 -0.144 -0.1 -2.5 3.1
C 0.720 -1.507 -0.535 -1.7 -4.2 1.2
C 0.315 0.238 0.884 -0.5 1.1 5.5
N 0.041 -1.130 0.717 -1.2 3.2 -0.4
O -0.907 -1.489 1.361 1.0 -2.3 -0.8
O -2.135 1.012 0.970 -1.1 -0.2 1.6
O -1.025 1.370 -1.115 -2.4 0.5 -0.8
S -2.288 1.386 -0.377 1.4 0.4 -2.0
H 1.839 -0.220 -1.919 -1.3 -0.8 2.2
H 0.951 1.994 -0.030 0.7 -1.2 -1.2
H 0.563 -2.598 -0.802 0.8 1.8 -0.2
H -0.174 0.439 1.910 1.3 0.8 -2.1
```
Forces are in eV/Å.

Summary:
- HOMO (spin up / spin down): -14.320 / -14.261 eV
- Molecular weight: 146.1 g mol⁻¹
- Net charge: +1
- Relative energy (zero: lowest compared OMol25 entry of this formula, charge and spin): 86.8 kJ/mol
- Frontier orbital gap (spin up / spin down): 7.04 / 6.64 eV
- Electronic energy: -22666.23670 eV

Atomic partial charges in e from the natural (NBO) method, atoms 1 to 5: number 1, C, carries -0.101; number 2, C, carries -0.058; number 3, C, carries -0.141; number 4, C, carries -0.138; number 5, N, carries 0.270



# 4
Density functional theory data (ωB97M-V/def2-TZVPD) for an isolated ion of composition C4H4NO5 and charge -1 in a non-equilibrium geometry.

Geometry as XYZ:
```
14
Properties=species:S:1:pos:R:3:forces:R:3
O 1.003 -2.045 0.344 -1.2 0.1 0.0
C 0.173 -1.100 0.030 2.1 1.0 -0.3
C -0.224 -0.838 -1.245 -0.2 -1.8 0.4
O -0.370 -1.997 -2.001 0.9 -0.1 -0.2
O -1.064 0.168 -1.627 -1.4 -0.2 -2.0
C -1.013 1.216 -0.817 -0.1 3.2 2.2
C -0.495 1.149 0.396 2.0 0.6 0.9
O -0.255 2.246 1.220 0.3 -1.4 0.8
N -0.024 -0.024 0.937 0.7 -2.0 2.5
O 1.218 0.112 1.793 -2.1 2.2 0.4
H 0.258 -2.572 -1.476 -0.7 0.4 -0.7
H -1.414 2.271 -0.871 -0.1 -1.5 -1.7
H 0.325 1.822 1.936 -0.9 1.0 -1.2
H 1.882 -0.408 1.382 0.8 -1.3 -1.2
```
Forces are in eV/Å.

Summary:
- HOMO: -2.088 eV
- Molecular weight: 146.1 g mol⁻¹
- SMILES string: [O-]C1=C(O)OC=C(O)N1O
- Net charge: -1
- Relative energy (zero: lowest compared OMol25 entry of this formula, charge and spin): 489.1 kJ/mol
- Frontier orbital gap: 5.92 eV
- Electronic energy: -15937.16427 eV

Atomic partial charges in e from the natural (NBO) method, atoms 1 to 5: number 1, O, carries -0.832; number 2, C, carries 0.345; number 3, C, carries 0.285; number 4, O, carries -0.735; number 5, O, carries -0.480



# 5
Density functional theory data (ωB97M-V/def2-TZVPD) for an isolated ion of composition C4H4NS and charge +1 in a non-equilibrium geometry.

Geometry as XYZ:
```
10
Properties=species:S:1:pos:R:3:forces:R:3
C 0.346 -1.199 0.120 -5.9 -0.9 -1.5
C -1.438 -1.308 0.005 6.7 3.1 0.8
C -0.419 0.991 0.280 1.0 -0.8 0.7
C 0.998 1.457 0.011 0.4 1.8 -2.9
N 0.566 0.087 0.262 -1.2 0.3 0.8
S -1.968 0.363 0.201 1.0 -1.7 -0.6
H 1.049 -1.948 -0.255 -0.3 0.2 0.7
H -2.005 -2.208 -0.103 -0.4 -0.2 0.2
H 1.242 1.553 -1.110 -0.3 0.2 1.6
H 1.630 2.214 0.590 -1.0 -1.9 0.1
```
Forces are in eV/Å.

Summary:
- HOMO (spin up / spin down): -13.889 / -13.889 eV
- Molecular weight: 98.1 g mol⁻¹
- Net charge: +1
- Relative energy (zero: lowest compared OMol25 entry of this formula, charge and spin): 397.1 kJ/mol
- Frontier orbital gap (spin up / spin down): 8.60 / 8.60 eV
- Electronic energy: -16525.31967 eV

Atomic partial charges in e from the natural (NBO) method, atoms 1 to 5: number 1, C, carries 0.086; number 2, C, carries -0.381; number 3, C, carries -0.071; number 4, C, carries -0.130; number 5, N, carries -0.291



# 6
Density functional theory data (ωB97M-V/def2-TZVPD) for one molecule with the formula C4H4O.

Geometry as XYZ:
```
9
Properties=species:S:1:pos:R:3:forces:R:3
C 1.817 0.279 1.003 -0.3 -0.3 -0.3
C 0.973 -0.267 0.344 0.4 0.3 0.5
C -0.236 -0.678 -0.356 0.0 0.1 0.1
C -1.185 0.515 -0.451 -0.1 0.3 0.1
O -0.974 1.596 0.032 -0.2 -0.5 -0.3
H 2.537 0.794 1.599 0.0 -0.2 -0.1
H -0.049 -1.075 -1.362 0.0 0.1 0.1
H -0.759 -1.475 0.192 0.0 0.1 -0.1
H -2.124 0.310 -1.000 0.0 0.0 0.0
```
Forces are in eV/Å.

Summary:
- HOMO: -10.086 eV
- Molecular weight: 68.1 g mol⁻¹
- SMILES string: C#CCC=O
- Relative energy (zero: lowest compared OMol25 entry of this formula, charge and spin): 156.1 kJ/mol
- Frontier orbital gap: 11.02 eV
- Electronic energy: -6257.76197 eV

Atomic partial charges in e from the natural (NBO) method, atoms 1 to 5: number 1, C, carries -0.195; number 2, C, carries -0.028; number 3, C, carries -0.590; number 4, C, carries 0.447; number 5, O, carries -0.490



# 7
Density functional theory data (ωB97M-V/def2-TZVPD) for a 2-piece molecular cluster, C4H4O overall.

Geometry as XYZ:
```
9
Properties=species:S:1:pos:R:3:forces:R:3
C 1.254 1.232 0.011 0.3 -0.2 -0.4
C 0.776 0.158 -0.554 -0.5 0.3 0.5
C 0.183 -0.889 -0.986 -0.3 -0.3 -0.2
C -0.892 -1.601 -0.753 0.4 -0.5 -0.6
O -1.758 -2.370 -0.780 0.1 0.4 0.3
H 2.065 1.120 0.709 0.1 0.1 0.2
H 0.907 2.213 -0.277 0.0 0.0 0.0
H -0.965 0.266 1.236 0.0 0.1 0.1
H -1.570 -0.130 1.394 -0.2 0.0 0.1
```
Forces are in eV/Å.

Summary:
- HOMO: -8.814 eV
- Molecular weight: 68.1 g mol⁻¹
- SMILES string: C=C=C=C=O.[H][H]
- Relative energy (zero: lowest compared OMol25 entry of this formula, charge and spin): 305.8 kJ/mol
- Frontier orbital gap: 8.50 eV
- Electronic energy: -6256.21028 eV

Atomic partial charges in e from the natural (NBO) method, atoms 1 to 5: number 1, C, carries -0.577; number 2, C, carries 0.250; number 3, C, carries -0.475; number 4, C, carries 0.742; number 5, O, carries -0.430



# 8
Density functional theory data (ωB97M-V/def2-TZVPD) for one molecule with the formula C4H4O in a non-equilibrium geometry.

Geometry as XYZ:
```
9
Properties=species:S:1:pos:R:3:forces:R:3
C 0.301 -2.180 -0.057 0.2 1.9 0.3
C 0.415 -1.033 0.234 -0.1 1.5 0.0
C 0.073 0.318 0.561 -1.2 0.4 4.5
C -0.359 1.200 -0.400 -0.3 4.5 -5.8
O 0.905 1.601 0.372 -3.1 -2.8 -0.7
H 0.610 -3.118 -0.120 0.5 -3.7 -0.5
H -0.600 0.329 1.497 1.6 0.2 -1.0
H -0.026 0.843 -1.433 -0.6 0.7 1.2
H -1.318 2.039 -0.654 2.8 -2.7 1.9
```
Forces are in eV/Å.

Summary:
- HOMO: -10.529 eV
- Molecular weight: 68.1 g mol⁻¹
- SMILES string: C#C[C@@H]1CO1
- Relative energy (zero: lowest compared OMol25 entry of this formula, charge and spin): 434.3 kJ/mol
- Frontier orbital gap: 11.40 eV
- Electronic energy: -6254.87856 eV

Atomic partial charges in e from the natural (NBO) method, atoms 1 to 5: number 1, C, carries -0.178; number 2, C, carries -0.023; number 3, C, carries -0.065; number 4, C, carries -0.096; number 5, O, carries -0.481